1.
# C41H75BBr3FN7O5P3

A 6-piece molecular cluster, C41H75BBr3FN7O5P3 overall in a non-equilibrium geometry (ωB97M-V/def2-TZVPD, the Open Molecules 2025 dataset).

The HOMO-LUMO gap is 0.222 Ha. For the LUMO energy, the calculation gives -0.041 hartree. The SMILES is C=C[N@+]1([PH2]=N)[C@](C(=O)[O-])([C@H](Br)[C@@H](C)Br)[C@@H](CCF)[C@@]([C@@H](C)CCC)(P(C)CC)[C@]1(B(O)OC)P(O)Br.CCCC#N.CCCC#N.CCCC#N.CCCC#N.CCCC#N. For the HOMO energy, the calculation gives -7.2 eV. The electronic energy is -305768.7386 eV.

```
! RIJCOSX wB97M-V def2-TZVPD def2/J DEFGRID3
* xyz 0 1
C 0.62 -3.24 -4.74
C -0.21 -2.65 -3.67
N -0.47 -3.11 -2.22
P 0.44 -4.67 -2.26
N -0.15 -5.81 -3.24
C -1.97 -3.39 -1.86
C -2.24 -4.58 -0.73
O -2.49 -4.39 0.57
O -2.18 -6.06 -0.99
C -3.06 -3.69 -3.01
Br -4.77 -4.62 -2.38
C -2.81 -4.55 -4.33
C -3.24 -6.15 -4.32
Br -4.08 -3.77 -5.74
C -2.33 -1.83 -1.30
C -3.84 -1.37 -0.96
C -4.90 -2.17 -0.09
F -6.23 -2.12 -0.82
C -1.03 -1.13 -0.46
C -1.22 0.45 -0.38
C 0.03 1.39 0.22
C -1.87 1.35 -1.58
C -1.33 1.29 -3.08
C -0.15 2.40 -3.48
P -1.02 -1.72 1.41
C 0.04 -0.71 2.61
C -2.75 -1.41 2.25
C -2.60 -1.18 3.90
C 0.13 -1.96 -1.33
B 1.29 -2.38 -0.21
O 2.37 -1.43 0.24
O 1.40 -3.62 0.58
C 2.69 -4.31 0.39
P 1.29 -0.96 -2.54
O 1.92 0.51 -1.95
Br 3.32 -2.09 -2.82
H 1.70 -3.69 -4.65
H 0.12 -3.35 -5.82
H -0.98 -1.83 -4.07
H 1.83 -4.54 -2.58
H 0.41 -5.37 -0.96
H -0.40 -6.67 -2.72
H -3.47 -2.63 -3.39
H -1.78 -4.52 -4.87
H -4.35 -6.33 -4.70
H -2.58 -6.68 -5.16
H -2.99 -6.73 -3.34
H -2.16 -1.25 -2.35
H -3.84 -0.29 -0.45
H -4.36 -1.16 -2.02
H -4.75 -3.27 0.19
H -5.17 -1.60 0.93
H -2.04 0.61 0.50
H 0.34 2.26 -0.49
H -0.27 1.91 1.26
H 0.99 0.77 0.46
H -3.06 1.31 -1.64
H -1.69 2.49 -1.23
H -1.07 0.24 -3.53
H -2.24 1.66 -3.78
H 0.45 1.87 -4.37
H -0.62 3.41 -3.90
H 0.58 2.65 -2.61
H 0.17 -1.36 3.60
H -0.48 0.32 2.91
H 1.12 -0.43 2.27
H -3.38 -0.58 1.72
H -3.29 -2.47 2.16
H -3.64 -1.44 4.39
H -2.20 -0.12 4.18
H -1.83 -2.03 4.24
H 2.60 -1.61 1.20
H 2.49 -5.45 0.68
H 3.58 -3.88 1.00
H 3.01 -4.34 -0.75
H 2.73 0.73 -2.50
C 3.89 4.57 -4.72
C 4.86 3.69 -5.52
C 4.17 2.93 -6.65
C 3.10 2.01 -6.09
N 2.21 1.25 -5.61
H 3.12 3.97 -4.23
H 4.43 5.11 -3.94
H 3.40 5.30 -5.37
H 5.34 2.98 -4.84
H 5.65 4.32 -5.94
H 4.90 2.33 -7.20
H 3.71 3.63 -7.36
C 2.80 1.07 5.55
C 2.22 1.71 6.81
C 0.74 1.37 7.02
C -0.07 1.90 5.84
N -0.74 2.33 4.86
H 2.31 1.45 4.65
H 3.87 1.31 5.46
H 2.70 -0.02 5.57
H 2.36 2.79 6.76
H 2.79 1.35 7.68
H 0.38 1.84 7.94
H 0.60 0.29 7.10
C -4.91 2.57 7.00
C -4.71 4.07 7.18
C -3.24 4.49 7.12
C -2.47 3.80 8.23
N -1.82 3.22 9.15
H -4.43 2.00 7.80
H -5.97 2.32 7.02
H -4.50 2.23 6.04
H -5.15 4.37 8.14
H -5.27 4.60 6.40
H -3.15 5.57 7.25
H -2.80 4.22 6.16
C 6.89 8.58 -7.02
C 7.86 7.70 -7.82
C 7.17 6.95 -8.96
C 6.10 6.03 -8.39
N 5.21 5.27 -7.92
H 6.12 7.98 -6.53
H 7.43 9.12 -6.24
H 6.40 9.31 -7.67
H 8.34 6.99 -7.14
H 8.65 8.34 -8.24
H 7.90 6.35 -9.51
H 6.71 7.64 -9.66
C -3.14 -3.57 6.71
C -2.07 -4.60 7.06
C -1.19 -4.16 8.23
C -0.47 -2.87 7.88
N 0.13 -1.80 7.58
H -2.70 -2.63 6.38
H -3.76 -3.94 5.89
H -3.79 -3.37 7.57
H -1.45 -4.79 6.18
H -2.56 -5.55 7.32
H -0.45 -4.93 8.46
H -1.79 -4.00 9.13
*
```

Here are the Mulliken charges for atoms 1 to 99, given in e: C -0.91; C 0.26; N 0.93; P -0.06; N -0.74; C 2.56; C -0.42; O -0.50; O -0.71; C -1.31; Br 0.04; C 0.18; C -0.92; Br -0.14; C -1.17; C -1.05; C -0.40; F -0.42; C 1.29; C 0.42; C -0.81; C -1.29; C 0.20; C -0.82; P -0.45; C -0.35; C 0.08; C -0.87; C 0.27; B 1.51; O -0.90; O -0.83; C -0.64; P 0.32; O -0.48; Br -0.33; H 0.14; H 0.23; H 0.06; H 0.19; H 0.03; H 0.31; H 0.53; H 0.08; H 0.40; H 0.32; H 0.22; H -0.16; H 0.25; H 0.42; H 0.22; H 0.20; H 0.11; H 0.41; H 0.11; H 0.08; H 0.25; H 0.61; H -0.43; H 0.47; H 0.10; H 0.39; H 0.09; H 0.34; H -0.19; H 0.21; H 0.19; H 0.27; H 0.45; H 0.11; H 0.12; H 0.32; H 0.24; H 0.25; H 0.17; H 0.31; C -0.97; C -0.50; C -0.14; C 0.10; N -0.61; H 0.18; H 0.34; H 0.30; H 0.36; H 0.27; H 0.36; H 0.30; C -1.09; C -0.65; C 0.55; C 0.30; N -0.64; H 0.29; H 0.38; H 0.26; H 0.33; H 0.36; H 0.30

2.
# C41H76Br6Cl6N2O10

C41H76Br6Cl6N2O10 as an isolated structure in a non-equilibrium geometry (ωB97M-V/def2-TZVPD, the Open Molecules 2025 dataset).

The HOMO-LUMO gap is 0.134 Ha. For the LUMO energy, the calculation gives -0.011 hartree. For the HOMO energy, the calculation gives -4.0 eV. For the relative energy (zero: lowest compared OMol25 entry of this formula, charge and spin), the calculation gives 0.00 kJ/mol. The electronic energy is -562583.5111 eV.

```
! RIJCOSX wB97M-V def2-TZVPD def2/J DEFGRID3
* xyz 0 1
C 11.42 1.24 19.50
C 10.96 2.64 19.13
C 9.59 2.92 19.82
C 9.55 2.96 21.32
N 8.30 3.64 21.93
C 8.17 3.19 23.39
C 6.64 3.26 23.79
C 5.94 3.51 22.53
C 6.94 3.09 21.37
C 8.58 5.09 21.82
H 12.39 1.17 19.01
H 10.76 0.50 19.05
H 11.56 1.12 20.57
H 10.98 2.84 18.06
H 11.72 3.36 19.44
H 8.81 2.24 19.46
H 9.20 3.85 19.38
H 10.47 3.46 21.64
H 9.59 1.94 21.70
H 8.83 3.76 24.03
H 8.54 2.17 23.49
H 6.39 4.09 24.45
H 6.38 2.27 24.18
H 5.76 4.58 22.45
H 5.00 3.05 22.21
H 6.69 3.51 20.40
H 7.14 2.05 21.11
H 9.59 5.31 22.17
H 7.89 5.68 22.42
H 8.48 5.57 20.84
C 8.01 13.85 25.46
C 8.17 12.27 25.74
C 7.88 11.27 24.60
C 9.07 11.18 23.60
N 8.98 9.82 22.80
C 9.79 8.70 23.45
C 11.23 9.11 23.29
C 11.33 9.96 22.01
C 9.85 10.09 21.56
C 7.57 9.34 22.34
H 7.03 14.03 25.00
H 8.87 14.09 24.83
H 7.92 14.39 26.40
H 7.79 12.07 26.75
H 9.23 12.21 25.97
H 7.03 11.56 23.98
H 7.72 10.24 24.93
H 10.07 11.12 24.04
H 8.98 12.03 22.93
H 9.67 7.79 22.85
H 9.52 8.42 24.47
H 11.83 8.20 23.25
H 11.65 9.69 24.11
H 11.81 9.38 21.22
H 11.92 10.87 22.15
H 9.65 9.27 20.87
H 9.44 10.94 21.02
H 7.04 9.06 23.24
H 7.65 8.42 21.76
H 7.07 10.04 21.66
O 10.23 5.61 27.54
C 10.26 5.83 26.11
C 11.40 5.14 25.26
O 11.36 5.27 23.84
H 10.28 6.92 26.03
H 9.25 5.57 25.81
H 11.61 4.09 25.45
H 12.35 5.50 25.63
O 5.65 6.01 20.12
C 5.22 6.77 19.20
O 5.49 6.77 17.88
C 4.88 7.80 17.11
C 3.73 8.16 17.95
C 4.07 7.78 19.38
H 4.61 7.43 16.12
H 5.60 8.59 16.93
H 2.90 7.60 17.52
H 3.63 9.23 17.82
H 3.31 7.38 20.06
H 4.60 8.62 19.83
O 6.17 6.57 24.16
C 5.78 7.00 25.26
O 5.69 8.31 25.45
C 5.21 8.60 26.73
C 4.59 7.25 27.28
C 5.26 6.21 26.44
H 4.39 9.30 26.68
H 5.92 8.99 27.46
H 3.53 7.12 27.05
H 4.71 6.93 28.31
H 4.56 5.47 26.03
H 6.07 5.65 26.90
O 6.88 0.03 23.13
C 6.96 -0.70 24.15
O 6.59 -0.38 25.35
C 6.64 -1.41 26.31
C 6.62 -2.60 25.42
C 7.28 -2.16 24.18
H 5.72 -1.56 26.87
H 7.48 -1.30 27.00
H 5.63 -3.05 25.38
H 7.15 -3.41 25.92
H 6.73 -2.67 23.38
H 8.36 -2.26 24.08
O 4.00 3.60 27.73
C 3.70 2.71 26.95
O 2.81 2.93 25.95
C 2.30 1.72 25.36
C 3.42 0.66 25.68
C 3.95 1.18 27.04
H 1.95 1.65 24.33
H 1.36 1.45 25.84
H 4.12 0.63 24.85
H 3.06 -0.37 25.72
H 5.03 1.15 27.20
H 3.43 0.97 27.98
C 13.15 4.99 20.95
Cl 12.12 6.20 20.06
Cl 14.24 4.01 20.01
H 13.67 5.63 21.66
H 12.48 4.31 21.47
C 8.29 -0.54 17.35
Cl 8.07 -1.19 15.70
Cl 6.90 0.26 18.00
H 8.34 -1.31 18.11
H 9.15 0.09 17.15
C 9.25 2.49 27.12
Cl 10.04 0.89 27.47
Cl 7.47 2.39 26.95
H 9.58 3.17 27.91
H 9.73 2.88 26.22
C 12.05 0.96 24.67
Br 10.31 0.04 24.29
Br 13.04 1.51 22.99
Br 13.43 -0.08 25.70
H 11.81 1.87 25.23
C 14.06 3.38 14.82
Br 13.04 3.82 16.33
Br 14.16 4.95 13.51
Br 13.23 1.86 13.81
H 15.09 3.11 15.06
*
```

Here are the Mulliken charges for atoms 1 to 99, given in e: C -1.02; C 0.49; C -0.38; C 0.14; N 1.59; C 0.71; C 1.03; C -1.06; C -0.85; C -0.77; H 0.44; H 0.11; H 0.05; H 0.25; H -0.55; H -0.06; H 0.31; H -0.54; H 0.47; H 0.06; H -1.01; H -0.40; H -0.32; H 0.13; H 0.72; H 0.42; H 0.67; H -0.10; H 0.11; H 0.30; C -1.11; C -0.92; C 0.29; C -1.05; N 0.58; C 0.17; C -0.89; C -0.55; C -0.68; C -0.81; H 0.28; H 0.28; H 0.37; H 0.47; H 0.31; H 0.39; H -0.07; H 0.49; H 0.40; H -0.46; H 0.16; H 0.49; H 0.41; H 0.33; H 0.23; H 0.34; H 0.52; H 0.08; H 0.44; H 0.35; O -1.02; C 0.52; C 0.03; O -0.59; H 0.21; H -0.37; H -0.74; H 0.34; O -0.45; C 0.30; O -0.35; C -0.40; C -0.45; C -0.19; H 0.27; H 0.24; H 0.26; H 0.31; H 0.38; H 0.08; O -0.42; C 0.11; O -0.30; C -0.54; C -0.81; C 0.39; H 0.38; H 0.30; H 0.28; H 0.37; H -0.19; H 0.34; O -0.67; C 0.17; O -0.04; C -0.25; C -0.88; C -0.11; H 0.22

3.
# C41H76O27S7

A 12-piece molecular cluster, C41H76O27S7 overall in a non-equilibrium geometry (ωB97M-V/def2-TZVPD, the Open Molecules 2025 dataset).

The HOMO-LUMO gap is 0.350 Ha. For the LUMO energy, the calculation gives -0.001 hartree. The SMILES is O=S1(=O)CCCC1.O=S1(=O)CCCC1.O=S1(=O)CCCC1.O=S1(=O)CCCC1.O=S1(=O)CCCC1.O=S1(=O)CCCC1.O=S1(=O)CCCC1.O=C1OCCO1.O=C1OCCO1.O=C1OCCO1.O=C1OCCO1.CO. For the HOMO energy, the calculation gives -9.5 eV. For the relative energy (zero: lowest compared OMol25 entry of this formula, charge and spin), the calculation gives 85.75 kJ/mol. The electronic energy is -174874.2106 eV.

```
! RIJCOSX wB97M-V def2-TZVPD def2/J DEFGRID3
* xyz 0 1
O -0.86 6.78 -1.88
S -0.22 7.49 -2.98
O 0.43 8.73 -2.72
C 0.88 6.50 -4.01
C 0.98 7.39 -5.28
C -0.54 7.72 -5.64
C -1.41 7.67 -4.32
H 0.48 5.50 -4.12
H 1.80 6.39 -3.42
H 1.66 8.19 -5.12
H 1.33 6.74 -6.05
H -0.86 7.05 -6.40
H -0.55 8.70 -6.10
H -2.12 6.88 -4.26
H -1.98 8.65 -4.02
O 7.56 -1.60 2.27
S 6.38 -2.34 2.74
O 6.43 -3.47 3.65
C 5.26 -1.11 3.29
C 4.43 -0.65 2.16
C 4.65 -1.56 0.90
C 5.36 -2.84 1.30
H 5.79 -0.23 3.66
H 4.60 -1.59 4.08
H 3.36 -0.77 2.40
H 4.71 0.31 1.92
H 5.36 -1.05 0.24
H 3.77 -1.87 0.38
H 5.93 -3.34 0.58
H 4.76 -3.66 1.74
O 3.93 2.92 -1.63
S 3.89 2.25 -2.90
O 5.04 1.45 -3.41
C 2.48 1.10 -2.89
C 2.19 1.03 -4.42
C 2.13 2.55 -4.88
C 3.29 3.29 -4.22
H 1.60 1.43 -2.29
H 2.77 0.16 -2.47
H 3.04 0.46 -4.82
H 1.34 0.39 -4.51
H 1.18 3.03 -4.64
H 2.20 2.55 -6.01
H 2.94 4.15 -3.74
H 4.11 3.57 -4.80
O -2.34 -7.38 3.44
S -1.50 -6.29 3.02
O -1.65 -5.06 3.77
C 0.25 -6.83 2.92
C 0.80 -6.22 1.66
C -0.35 -6.09 0.60
C -1.70 -5.88 1.31
H 0.28 -7.94 2.79
H 0.72 -6.50 3.79
H 1.29 -5.26 1.89
H 1.52 -6.83 1.20
H -0.33 -6.90 -0.09
H -0.19 -5.23 -0.10
H -2.56 -6.50 0.90
H -1.99 -4.86 1.31
O -0.28 3.38 3.39
S -1.73 3.31 3.54
O -2.30 3.01 4.86
C -2.44 4.75 2.76
C -3.78 4.24 2.17
C -3.87 2.71 2.33
C -2.46 2.18 2.40
H -1.78 4.91 1.98
H -2.52 5.47 3.56
H -4.64 4.73 2.69
H -3.79 4.51 1.12
H -4.44 2.25 1.56
H -4.45 2.44 3.20
H -1.98 2.47 1.46
H -2.34 1.17 2.73
O -1.13 3.80 -0.17
S 0.35 3.81 -0.50
O 0.79 3.33 -1.77
C 0.97 5.33 0.12
C 1.65 5.02 1.50
C 2.18 3.58 1.46
C 1.23 2.75 0.72
H 0.11 5.98 0.22
H 1.65 5.75 -0.60
H 2.44 5.77 1.78
H 0.96 4.93 2.33
H 2.32 3.16 2.46
H 3.15 3.64 0.89
H 0.49 2.43 1.51
H 1.62 1.93 0.14
O 1.42 -1.03 3.43
S 0.03 -0.79 3.80
O -0.79 -0.26 2.80
C -0.84 -2.19 4.47
C -0.74 -2.08 6.01
C 0.34 -0.95 6.38
C 0.12 0.14 5.35
H -0.40 -3.14 4.19
H -1.83 -2.10 3.98
H -1.74 -1.81 6.45
H -0.59 -3.05 6.50
H 1.34 -1.42 6.32
H 0.14 -0.56 7.39
H 1.00 0.76 5.32
H -0.76 0.70 5.66
O 2.68 -3.77 -0.34
C 2.04 -4.19 -1.24
O 0.91 -3.64 -1.73
C 0.60 -4.27 -3.05
C 1.45 -5.56 -2.88
O 2.35 -5.35 -1.84
H -0.45 -4.28 -3.29
H 1.11 -3.61 -3.83
H 1.99 -5.83 -3.80
H 0.76 -6.33 -2.55
O -4.41 -1.47 -0.68
C -3.99 -0.49 -1.24
O -4.02 -0.27 -2.51
C -3.43 1.02 -2.89
C -2.97 1.61 -1.51
O -3.33 0.50 -0.61
H -2.65 0.81 -3.53
H -4.20 1.56 -3.48
H -3.55 2.43 -1.23
H -1.92 1.85 -1.39
O -1.68 -6.49 -2.51
C -2.58 -5.65 -2.52
O -3.66 -5.62 -1.80
C -4.28 -4.33 -1.98
C -3.75 -3.75 -3.33
O -2.55 -4.58 -3.43
H -5.31 -4.60 -1.82
H -3.95 -3.78 -1.14
H -3.51 -2.70 -3.17
H -4.43 -3.84 -4.16
O -0.60 -0.42 -3.20
C -0.45 -0.85 -2.09
O -1.09 -1.81 -1.50
C -0.81 -1.89 -0.13
C 0.50 -1.09 -0.03
O 0.52 -0.40 -1.29
H -1.66 -1.38 0.32
H -0.89 -2.94 0.17
H 1.39 -1.76 0.09
H 0.46 -0.40 0.75
C -4.42 -3.30 2.26
O -3.08 -2.92 2.03
H -4.69 -4.30 1.86
H -4.58 -3.26 3.33
H -5.14 -2.59 1.84
H -3.15 -2.20 1.42
*
```

Here are the Mulliken charges for atoms 1 to 99, given in e: O -0.50; S 1.02; O -0.67; C -0.40; C -0.92; C -0.67; C -0.69; H 0.13; H 0.50; H 0.43; H 0.36; H 0.36; H 0.29; H 0.34; H 0.40; O -0.68; S 1.14; O -0.69; C -0.61; C 0.38; C 0.40; C -1.09; H 0.44; H 0.26; H -0.53; H 0.40; H 0.38; H -0.58; H 0.75; H 0.19; O -0.54; S 0.97; O -0.74; C 0.36; C -1.08; C -0.40; C -0.34; H -0.45; H 0.66; H 0.41; H 0.45; H 0.05; H 0.44; H -0.23; H 0.67; O -0.78; S 1.09; O -0.53; C -0.95; C -0.90; C 0.64; C 0.75; H 0.30; H 0.60; H 0.09; H 0.57; H 0.56; H -0.88; H 0.36; H -0.94; O -0.67; S 1.20; O -0.79; C -0.06; C -0.73; C -1.09; C 0.89; H -0.46; H 0.63; H 0.35; H 0.34; H 0.49; H 0.45; H -0.67; H 0.09; O -0.45; S 0.79; O -0.41; C -1.06; C -0.64; C -0.73; C 0.94; H 0.60; H 0.43; H 0.43; H 0.12; H 0.46; H 0.29; H -0.86; H 0.09; O -0.82; S 1.45; O -0.59; C -0.34; C -0.74; C -0.72; C -0.75; H 0.25; H 0.06